ORCA calculation (ωB97M-V/def2-TZVPD) on a 2-piece molecular cluster, C20H38FO4PS overall in a non-equilibrium geometry.

Calculated values
LUMO level	0.0203	hartree
HOMO	-8.050	eV
2S+1	1
HOMO-LUMO gap	8.6020	eV
energy above the lowest of the compared OMol25 structures with the same formula, charge and spin	1286.2	kJ/mol

Atoms and positions in Å:
C  1.358  1.611  2.143
C  -0.196  1.199  1.814
C  -0.764  1.849  0.383
F  -1.757  2.964  0.626
P  -1.344  0.555  -0.892
C  -2.823  0.130  0.187
C  -4.321  0.496  -0.466
C  -4.276  1.645  -1.628
O  -4.165  1.119  -3.014
C  -5.440  0.555  -3.483
C  0.446  -0.130  -0.867
C  0.912  -0.450  -2.443
C  2.577  -0.415  -2.609
C  3.469  -1.757  -2.285
C  5.110  -1.615  -2.540
C  5.785  -0.199  -3.109
C  4.859  1.138  -3.396
C  3.242  1.003  -3.148
O  -1.710  -0.470  -2.192
C  -2.258  -1.762  -1.970
C  -1.509  -2.813  -0.967
C  -2.665  -3.954  -0.563
O  -0.409  -3.588  -1.583
H  1.902  2.203  1.279
H  1.956  0.583  2.242
H  1.454  2.161  3.187
H  -0.864  1.669  2.684
H  -0.382  0.040  1.827
H  0.183  2.444  -0.041
H  -1.510  1.691  -1.819
H  -2.846  0.755  1.207
H  -2.890  -0.992  0.592
H  -4.886  -0.449  -0.868
H  -5.022  0.933  0.397
H  -5.333  2.199  -1.592
H  -3.485  2.510  -1.402
H  -6.203  1.335  -3.908
H  -5.169  -0.164  -4.396
H  -6.005  -0.114  -2.708
H  0.577  -1.122  -0.229
H  1.261  0.612  -0.474
H  0.596  -1.517  -2.805
H  0.535  0.417  -3.172
H  2.974  -2.758  -1.899
H  5.809  -2.559  -2.352
H  6.937  -0.100  -3.325
H  5.322  2.156  -3.807
H  2.535  1.931  -3.370
H  -3.418  -1.826  -1.686
H  -2.235  -2.318  -3.033
H  -1.209  -2.329  0.082
H  -2.198  -5.000  -0.312
H  -3.391  -3.547  0.283
H  -3.338  -4.119  -1.531
H  -0.740  -3.956  -2.477
C  4.630  1.817  6.098
S  3.602  0.333  5.972
O  2.788  0.454  4.717
C  2.521  0.741  7.363
H  5.367  1.799  5.292
H  4.009  2.711  6.001
H  5.147  1.822  7.060
H  2.032  1.702  7.188
H  3.109  0.782  8.283
H  1.762  -0.040  7.454

Atom charges from the Mulliken analysis, given in e for atoms 1 to 6:
1. C -0.8162
2. C -0.3285
3. C -0.4271
4. F -0.4285
5. P 0.3507
6. C -0.4359